No. 1
C18H42AsIrNO2S3SbSi3 | ωB97M-V with the def2-TZVPD basis set

The geometry in XYZ format:
```
72
Properties=species:S:1:pos:R:3:lowdin_charge:R:1
Ir 0.06 -0.08 -0.12 0.50
N 0.81 -1.09 1.63 -0.12
C -0.13 -1.21 2.77 -0.22
C -0.64 0.14 3.26 -0.10
C -1.48 0.91 2.22 -0.66
O -2.66 1.12 2.45 0.05
O -0.81 1.36 1.20 -0.30
H 1.02 -2.02 1.27 0.06
H 1.69 -0.68 1.92 0.04
H 0.35 -1.76 3.59 0.11
H -0.97 -1.80 2.41 0.09
H 0.20 0.78 3.54 0.09
H -1.25 -0.03 4.14 0.11
S 1.11 -0.36 -5.15 -0.29
Sb -0.12 -0.98 -3.34 0.25
S -0.94 0.83 -2.03 -0.03
S 1.21 -1.62 -1.46 -0.09
C -4.89 -1.96 0.02 -0.06
C -3.64 -2.85 0.19 -0.64
C -3.65 -3.95 -0.87 -0.06
C -3.67 -3.49 1.59 -0.07
C -2.44 -2.02 0.05 -0.12
C -1.48 -1.28 -0.02 -0.33
H -5.80 -2.56 0.14 0.08
H -4.89 -1.50 -0.96 0.08
H -4.88 -1.16 0.77 0.09
H -4.55 -4.57 -0.78 0.08
H -2.77 -4.59 -0.77 0.08
H -3.63 -3.52 -1.87 0.08
H -4.56 -4.10 1.72 0.08
H -3.66 -2.71 2.36 0.08
H -2.79 -4.12 1.73 0.08
C 4.23 0.40 -2.66 -0.22
Si 4.23 0.71 -0.83 0.26
C 4.47 -0.88 0.13 -0.23
C 5.69 1.83 -0.44 -0.21
As 2.16 1.61 -0.11 0.80
Si 1.73 3.50 -1.49 0.28
C 1.45 3.02 -3.26 -0.24
C 3.16 4.73 -1.52 -0.21
C 0.21 4.29 -0.74 -0.21
Si 2.65 2.57 2.01 0.31
C 3.15 1.22 3.22 -0.21
C 1.16 3.51 2.63 -0.21
C 4.11 3.76 2.09 -0.21
H 5.17 -0.09 -2.93 0.04
H 4.16 1.32 -3.23 0.02
H 3.40 -0.25 -2.96 -0.02
H 5.42 -1.36 -0.14 0.03
H 3.66 -1.58 -0.11 -0.02
H 4.48 -0.70 1.21 0.01
H 6.59 1.35 -0.84 0.03
H 5.84 1.98 0.63 0.00
H 5.60 2.81 -0.91 0.02
H 2.22 2.36 -3.66 0.00
H 1.45 3.94 -3.86 0.04
H 0.50 2.51 -3.39 -0.05
H 3.99 4.34 -2.11 0.02
H 3.54 5.02 -0.54 -0.01
H 2.80 5.63 -2.02 0.03
H -0.50 3.52 -0.42 0.01
H -0.27 4.93 -1.49 0.03
H 0.46 4.91 0.13 0.02
H 2.46 0.37 3.29 0.00
H 3.20 1.66 4.22 0.04
H 4.14 0.83 2.98 0.02
H 0.23 3.14 2.19 0.01
H 1.26 4.57 2.40 0.03
H 1.09 3.41 3.72 0.03
H 5.07 3.24 2.10 0.01
H 4.02 4.29 3.05 0.03
H 4.13 4.50 1.30 0.00
```

Calculated values
Maximum force   0.644 eV/Å
Relative energy (zero: lowest compared OMol25 entry of this formula, charge and spin)   0.00 kJ/mol
Spin multiplicity   2
Total energy   -5559.96005 a.u.
<S²>   0.763
Highest occupied orbital energy (spin up / spin down)   -4.24 / -4.58 eV
Total charge   -1

=====

No. 2
C18H42BN2NaO2 | ωB97M-V with the def2-TZVPD basis set

The geometry in XYZ format:
```
66
Properties=species:S:1:pos:R:3:lowdin_charge:R:1
Na 11.07 8.08 7.89 0.07
B 13.40 7.20 8.12 0.44
H 15.75 13.37 8.71 -0.16
H 2.20 4.69 5.21 -0.22
H 13.03 3.73 4.33 -0.20
H 16.00 3.46 9.45 -0.14
C 11.52 7.73 11.12 -0.04
C 12.01 9.16 11.12 -0.50
C 13.60 9.11 11.22 -0.10
C 14.34 10.42 10.83 -0.13
C 13.91 10.61 9.36 -0.15
C 12.38 10.88 9.24 -0.51
N 11.68 9.71 9.79 -0.12
O 10.31 9.89 9.76 -0.02
C 11.92 12.22 9.77 -0.02
C 12.16 10.86 7.73 -0.03
C 11.44 9.90 12.32 -0.02
H 12.01 7.07 10.42 0.05
H 10.44 7.70 11.17 0.08
H 11.78 7.31 12.10 0.11
H 13.85 8.78 12.24 0.13
H 13.88 8.32 10.48 0.07
H 15.41 10.47 11.03 0.12
H 13.89 11.23 11.42 0.10
H 14.18 9.71 8.82 0.08
H 14.35 11.50 8.89 0.02
H 12.53 13.08 9.41 0.10
H 10.99 12.48 9.29 0.08
H 11.92 12.36 10.86 0.08
H 11.17 11.19 7.37 0.09
H 12.82 11.60 7.23 0.11
H 12.50 9.91 7.34 0.05
H 11.91 9.48 13.21 0.09
H 10.39 9.68 12.40 0.09
H 11.75 10.95 12.37 0.08
H 10.09 10.60 10.36 0.09
C 7.26 8.88 5.23 -0.03
C 7.85 8.86 6.61 -0.54
C 6.74 9.04 7.64 -0.13
C 6.08 7.68 7.82 -0.15
C 7.18 6.79 8.39 -0.13
C 8.36 6.43 7.48 -0.53
N 8.78 7.74 7.00 -0.07
O 9.82 7.65 6.02 -0.05
C 9.43 5.90 8.41 -0.02
C 7.94 5.41 6.44 0.00
C 8.59 10.13 6.67 -0.06
H 8.06 8.75 4.51 0.08
H 6.89 9.87 4.97 0.10
H 6.58 8.08 4.98 0.09
H 7.24 9.41 8.55 0.13
H 6.02 9.78 7.25 0.14
H 5.70 7.40 6.85 0.10
H 5.24 7.71 8.55 0.13
H 6.92 5.85 8.85 0.13
H 7.56 7.44 9.19 0.12
H 9.16 4.95 8.87 0.11
H 10.31 5.67 7.81 0.09
H 9.70 6.63 9.19 0.07
H 7.67 4.43 6.85 0.10
H 7.20 5.77 5.70 0.09
H 8.81 5.17 5.83 0.08
H 7.82 10.84 6.43 0.09
H 9.35 10.22 5.89 0.10
H 9.12 10.33 7.60 0.07
H 9.45 7.43 5.16 0.11
```

Calculated values
Maximum force   2.480 eV/Å
Relative energy (zero: lowest compared OMol25 entry of this formula, charge and spin)   33.98 kJ/mol
Total energy   -1157.18753 a.u.
Highest occupied orbital energy   -5.91 eV

=====

No. 3
C18H42BN2O2 | ωB97M-V with the def2-TZVPD basis set

The geometry in XYZ format:
```
65
Properties=species:S:1:pos:R:3:lowdin_charge:R:1
C 3.12 -4.84 -3.88 -0.11
C 3.41 -4.85 -5.38 -0.23
C 4.08 -3.54 -5.83 -0.27
O 3.58 -2.47 -5.08 -0.09
B 3.40 -1.19 -5.77 -0.70
N 1.94 -0.89 -6.18 0.03
C 1.01 -2.01 -6.09 -0.31
C -0.42 -1.55 -6.42 -0.11
O 3.81 -0.05 -4.76 0.05
C 3.58 -0.29 -3.53 -0.42
N 3.34 -0.52 -2.42 0.13
H 3.01 -5.84 -3.47 0.06
H 3.90 -4.35 -3.31 0.07
H 2.19 -4.30 -3.68 0.06
H 2.45 -4.86 -5.89 0.09
H 4.00 -5.71 -5.68 0.09
H 5.17 -3.62 -5.77 0.11
H 3.80 -3.38 -6.88 0.10
H 4.18 -1.11 -6.71 0.10
H 1.60 -0.18 -5.53 0.08
H 0.98 -2.47 -5.10 0.10
H 1.31 -2.75 -6.83 0.10
H -0.94 -1.31 -5.49 0.06
H -0.36 -0.68 -7.06 0.06
H -0.98 -2.34 -6.91 0.05
C 1.15 2.82 3.49 -0.12
C 0.14 2.60 2.36 -0.27
C 0.07 1.16 1.86 -0.23
C 1.37 0.63 1.25 -0.23
C 1.91 1.45 0.07 -0.28
C 0.97 1.47 -1.12 -0.13
H 2.16 2.60 3.16 0.07
H 1.13 3.85 3.83 0.06
H 0.92 2.17 4.34 0.07
H 0.36 3.28 1.54 0.10
H -0.86 2.89 2.73 0.09
H -0.73 1.07 1.13 0.10
H -0.21 0.51 2.70 0.10
H 1.21 -0.40 0.92 0.11
H 2.15 0.58 2.02 0.10
H 2.85 1.00 -0.25 0.08
H 2.14 2.47 0.39 0.09
H 0.76 0.46 -1.47 0.07
H 1.41 2.02 -1.95 0.07
H 0.01 1.96 -0.88 0.06
C -2.68 3.51 5.92 -0.11
C -2.92 2.08 6.40 -0.27
C -2.93 1.05 5.28 -0.23
C -4.03 1.24 4.23 -0.23
C -5.45 1.24 4.79 -0.27
C -5.84 -0.08 5.46 -0.11
H -3.48 3.84 5.25 0.07
H -2.64 4.20 6.76 0.07
H -1.74 3.58 5.38 0.07
H -3.86 2.04 6.97 0.10
H -2.13 1.81 7.11 0.10
H -3.01 0.05 5.71 0.10
H -1.96 1.08 4.76 0.10
H -3.94 0.45 3.48 0.11
H -3.86 2.18 3.69 0.10
H -6.15 1.43 3.96 0.10
H -5.59 2.06 5.50 0.10
H -5.75 -0.91 4.75 0.07
H -6.88 -0.05 5.80 0.07
H -5.21 -0.29 6.32 0.06
```

Calculated values
Maximum force   0.904 eV/Å
Total energy   -995.99741 a.u.
Highest occupied orbital energy   -4.67 eV
Total charge   -1

=====

No. 4
C18H42BO22 | ωB97M-V with the def2-TZVPD basis set

The geometry in XYZ format:
```
83
Properties=species:S:1:pos:R:3:lowdin_charge:R:1
O -2.38 -3.61 2.55 0.16
C -2.33 -2.55 1.95 -0.34
O -1.29 -1.78 1.66 0.19
B -1.53 -0.73 0.66 -0.86
O -2.99 -0.80 0.56 0.25
C -3.46 -1.88 1.15 -0.36
O -4.62 -2.26 1.13 0.12
O -0.95 -0.88 -0.67 0.22
C 0.21 -0.13 -0.72 -0.23
O 1.04 -0.17 -1.62 0.08
C 0.18 0.82 0.56 -0.37
O -0.98 0.61 1.11 0.21
O 1.02 1.64 0.88 0.13
C 3.12 5.02 2.15 -0.21
C 1.61 5.05 1.84 -0.28
O 0.74 5.25 2.92 -0.04
O 3.74 6.30 2.39 -0.08
H 3.73 4.48 1.42 0.12
H 3.11 4.50 3.10 0.12
H 1.35 4.19 1.22 0.10
H 1.39 5.77 1.04 0.11
H 1.21 5.93 3.40 0.08
H 4.24 6.46 1.59 0.07
C 3.54 3.47 -2.97 -0.23
C 3.71 2.14 -2.18 -0.21
O 3.12 1.09 -2.88 -0.09
O 4.74 4.20 -2.97 -0.07
H 2.66 4.10 -2.79 0.12
H 3.38 3.17 -4.00 0.11
H 3.27 2.09 -1.19 0.11
H 4.76 2.03 -1.91 0.12
H 2.56 0.54 -2.33 0.04
H 4.52 4.96 -3.51 0.08
C 2.95 -2.29 -1.55 -0.24
C 4.30 -1.64 -1.37 -0.24
O 4.89 -1.19 -2.56 -0.07
O 3.08 -3.69 -1.72 -0.08
H 2.33 -1.98 -2.39 0.11
H 2.56 -2.25 -0.53 0.11
H 4.98 -2.41 -1.00 0.12
H 4.37 -0.93 -0.54 0.11
H 4.48 -0.46 -3.02 0.05
H 2.19 -4.03 -1.62 0.08
C -7.43 -3.94 -2.50 -0.24
C -6.76 -3.06 -1.46 -0.23
O -5.57 -2.30 -1.85 -0.08
O -7.88 -3.30 -3.72 -0.07
H -8.19 -4.50 -1.96 0.11
H -6.77 -4.77 -2.75 0.11
H -6.59 -3.66 -0.56 0.11
H -7.43 -2.28 -1.08 0.12
H -5.05 -2.23 -1.04 0.03
H -7.08 -3.00 -4.16 0.08
C -3.43 1.43 5.46 -0.27
C -2.22 1.15 4.56 -0.18
O -1.97 2.41 3.75 -0.07
O -4.73 1.01 5.00 -0.06
H -3.40 2.43 5.89 0.11
H -3.23 0.95 6.42 0.11
H -2.58 0.21 4.15 0.11
H -1.36 0.86 5.17 0.11
H -1.69 2.09 2.89 0.04
H -4.85 1.48 4.18 0.08
C -0.45 0.69 -5.24 -0.18
C 0.64 -0.45 -4.95 -0.24
O 1.79 -0.02 -5.59 -0.07
O -0.90 0.59 -6.61 -0.10
H -0.21 1.73 -5.01 0.12
H -1.33 0.33 -4.71 0.10
H 0.46 -1.46 -5.33 0.12
H 0.88 -0.51 -3.89 0.08
H 2.13 0.68 -5.04 0.06
H -1.17 -0.32 -6.72 0.07
C 1.00 -3.01 3.82 -0.24
C 2.30 -2.77 4.49 -0.30
O 2.93 -3.94 4.82 -0.05
O 1.26 -3.28 2.43 -0.07
H 0.36 -2.14 3.91 0.11
H 0.45 -3.87 4.21 0.13
H 2.25 -2.13 5.37 0.12
H 2.91 -2.28 3.73 0.12
H 3.88 -3.92 4.67 0.09
H 0.43 -3.05 2.02 0.04
```

Calculated values
Maximum force   3.821 eV/Å
Relative energy (zero: lowest compared OMol25 entry of this formula, charge and spin)   4.10 kJ/mol
Total energy   -2391.29136 a.u.
Highest occupied orbital energy   -7.45 eV
Total charge   -1

=====

What is the formula in the fourth record?
C18H42BO22

=====

Repeat the first record exactly.
C18H42AsIrNO2S3SbSi3 | ωB97M-V with the def2-TZVPD basis set

The geometry in XYZ format:
```
72
Properties=species:S:1:pos:R:3:lowdin_charge:R:1
Ir 0.06 -0.08 -0.12 0.50
N 0.81 -1.09 1.63 -0.12
C -0.13 -1.21 2.77 -0.22
C -0.64 0.14 3.26 -0.10
C -1.48 0.91 2.22 -0.66
O -2.66 1.12 2.45 0.05
O -0.81 1.36 1.20 -0.30
H 1.02 -2.02 1.27 0.06
H 1.69 -0.68 1.92 0.04
H 0.35 -1.76 3.59 0.11
H -0.97 -1.80 2.41 0.09
H 0.20 0.78 3.54 0.09
H -1.25 -0.03 4.14 0.11
S 1.11 -0.36 -5.15 -0.29
Sb -0.12 -0.98 -3.34 0.25
S -0.94 0.83 -2.03 -0.03
S 1.21 -1.62 -1.46 -0.09
C -4.89 -1.96 0.02 -0.06
C -3.64 -2.85 0.19 -0.64
C -3.65 -3.95 -0.87 -0.06
C -3.67 -3.49 1.59 -0.07
C -2.44 -2.02 0.05 -0.12
C -1.48 -1.28 -0.02 -0.33
H -5.80 -2.56 0.14 0.08
H -4.89 -1.50 -0.96 0.08
H -4.88 -1.16 0.77 0.09
H -4.55 -4.57 -0.78 0.08
H -2.77 -4.59 -0.77 0.08
H -3.63 -3.52 -1.87 0.08
H -4.56 -4.10 1.72 0.08
H -3.66 -2.71 2.36 0.08
H -2.79 -4.12 1.73 0.08
C 4.23 0.40 -2.66 -0.22
Si 4.23 0.71 -0.83 0.26
C 4.47 -0.88 0.13 -0.23
C 5.69 1.83 -0.44 -0.21
As 2.16 1.61 -0.11 0.80
Si 1.73 3.50 -1.49 0.28
C 1.45 3.02 -3.26 -0.24
C 3.16 4.73 -1.52 -0.21
C 0.21 4.29 -0.74 -0.21
Si 2.65 2.57 2.01 0.31
C 3.15 1.22 3.22 -0.21
C 1.16 3.51 2.63 -0.21
C 4.11 3.76 2.09 -0.21
H 5.17 -0.09 -2.93 0.04
H 4.16 1.32 -3.23 0.02
H 3.40 -0.25 -2.96 -0.02
H 5.42 -1.36 -0.14 0.03
H 3.66 -1.58 -0.11 -0.02
H 4.48 -0.70 1.21 0.01
H 6.59 1.35 -0.84 0.03
H 5.84 1.98 0.63 0.00
H 5.60 2.81 -0.91 0.02
H 2.22 2.36 -3.66 0.00
H 1.45 3.94 -3.86 0.04
H 0.50 2.51 -3.39 -0.05
H 3.99 4.34 -2.11 0.02
H 3.54 5.02 -0.54 -0.01
H 2.80 5.63 -2.02 0.03
H -0.50 3.52 -0.42 0.01
H -0.27 4.93 -1.49 0.03
H 0.46 4.91 0.13 0.02
H 2.46 0.37 3.29 0.00
H 3.20 1.66 4.22 0.04
H 4.14 0.83 2.98 0.02
H 0.23 3.14 2.19 0.01
H 1.26 4.57 2.40 0.03
H 1.09 3.41 3.72 0.03
H 5.07 3.24 2.10 0.01
H 4.02 4.29 3.05 0.03
H 4.13 4.50 1.30 0.00
```

Calculated values
Maximum force   0.644 eV/Å
Relative energy (zero: lowest compared OMol25 entry of this formula, charge and spin)   0.00 kJ/mol
Spin multiplicity   2
Total energy   -5559.96005 a.u.
<S²>   0.763
Highest occupied orbital energy (spin up / spin down)   -4.24 / -4.58 eV
Total charge   -1

=====

What is the total energy in the third record?
-995.99741 a.u.

=====

Look up the total energy of the fourth one.
-2391.29136 a.u.